(1)
Below is a molecular structure, C31H46N6O4PS2Ti at a distorted geometry, with properties calculated with ωB97M-V/def2-TZVPD.

Geometry as XYZ:
```
91
Properties=species:S:1:pos:R:3
Ti -0.34297 0.21476 0.34170
O 4.03054 0.50251 3.74195
C 4.55306 0.43713 2.48489
C 5.93781 0.42125 2.31357
C 6.49711 0.37594 1.05161
C 5.67828 0.34934 -0.06990
C 4.30582 0.36756 0.10875
C 3.71253 0.40337 1.37179
C 2.20709 0.40072 1.41090
O 1.62102 0.49894 0.26594
N 1.62728 0.25538 2.56121
N 0.20244 0.14340 2.39910
C -0.38507 0.23269 3.53361
S 0.47472 0.54718 5.03256
C -1.04536 0.86955 5.95711
C -2.12623 -0.06269 5.44954
S -2.11084 0.04941 3.64643
H 4.76721 0.53435 4.36354
H 6.57221 0.44968 3.19318
H 7.57467 0.36538 0.94987
H 6.09760 0.31912 -1.06514
H 3.64280 0.35362 -0.74444
H -1.34499 1.90630 5.78931
H -0.84167 0.73241 7.01901
H -3.11645 0.22964 5.79560
H -1.93633 -1.09466 5.74716
C -1.02934 3.92969 3.08742
C -0.41365 4.34618 1.73788
C 1.04176 3.82301 1.75277
C -0.37578 5.87744 1.68823
P -1.36928 3.48549 0.37294
N -1.01230 1.96434 0.36186
C -0.89731 4.25429 -1.26831
C -1.46444 5.64745 -1.56147
C 0.63879 4.35428 -1.31878
C -1.28578 3.30535 -2.42016
C -3.21128 3.72432 0.64884
C -3.65808 5.13231 1.05205
C -3.95244 3.33892 -0.64512
C -3.70743 2.71066 1.69616
H -0.33582 4.23019 3.87613
H -1.17032 2.85130 3.15931
H -1.98410 4.41467 3.28452
H 1.42342 3.88092 2.77360
H 1.69492 4.42025 1.12113
H 1.10914 2.78765 1.43060
H 0.15064 6.23347 2.57872
H -1.36000 6.34344 1.68716
H 0.17782 6.24601 0.82522
H -1.23112 6.38737 -0.79477
H -2.54396 5.63979 -1.70478
H -1.02209 6.00036 -2.49779
H 1.02838 5.15821 -0.69667
H 0.91826 4.58006 -2.35056
H 1.12997 3.42325 -1.03305
H -2.33931 3.35972 -2.68089
H -1.03565 2.26836 -2.20155
H -0.71986 3.61374 -3.30304
H -3.34580 5.90446 0.34947
H -3.30621 5.41604 2.04278
H -4.75146 5.14844 1.08517
H -3.84182 4.07140 -1.44085
H -5.01666 3.27516 -0.40768
H -3.63073 2.36622 -1.01965
H -3.44742 2.97009 2.71747
H -3.31910 1.71321 1.48868
H -4.79812 2.67640 1.63485
O -1.12117 -0.12599 -1.69467
C -2.19200 -0.58383 -1.23081
C -3.35107 -1.04618 -2.07204
C -4.29025 -1.62638 -1.02147
C -3.57240 -1.37742 0.30617
O -4.01374 -1.70284 1.38223
N -2.36100 -0.72938 0.08824
H -2.99443 -1.76508 -2.81037
H -3.75313 -0.19260 -2.62023
H -4.44978 -2.69921 -1.12738
H -5.27122 -1.15498 -0.98483
N 0.39749 -6.28001 0.06572
C 0.33995 -4.91198 0.10933
C 0.28748 -4.15172 -1.06273
C 0.24918 -2.77941 -0.96942
N 0.25994 -2.10496 0.18684
C 0.32992 -2.84058 1.30312
C 0.37308 -4.21730 1.31902
H 0.14407 -6.74314 -0.78900
H 0.19879 -6.79414 0.90562
H 0.28072 -4.62141 -2.03716
H 0.20538 -2.16894 -1.86422
H 0.34894 -2.28961 2.23583
H 0.42803 -4.73891 2.26452
```

LUMO (alpha / beta) (eV): 0.512 / 0.511
E (eV): -104103.976
Spin multiplicity: 2
Net charge: 0
F_max (eV Å⁻¹): 1.78

List of Mulliken charges in e, atom by atom: Ti 0.66; O -0.43; C 1.30; C -0.92; C -0.46; C -1.08; C -0.51; C -0.23; C 0.83; O -0.55; N -0.59; N 1.06; C -0.42; S 0.01; C -0.53; C -0.73; S 0.06; H 0.32; H 0.30; H 0.38; H 0.41; H 0.53; H 0.21; H 0.44; H 0.43; H 0.30; C -2.10; C 2.95; C -2.22; C -2.12; P -0.98; N 1.19; C 2.15; C -1.97; C -1.94; C -1.69; C 2.51; C -2.04; C -2.02; C -1.59; H 0.73; H 0.07; H 0.20; H 0.61; H 0.35; H 0.36; H 0.54; H 0.29; H 0.36; H 0.29; H 0.29; H 0.53; H 0.26; H 0.70; H 0.17; H 0.28; H 0.15; H 0.56; H 0.26; H 0.32; H 0.53; H 0.31; H 0.68; H 0.20; H 0.30; H -0.01; H 0.57; O -0.81; C 0.44; C -0.70; C -0.56; C -0.02; O -0.67; N 0.49; H 0.34; H 0.27; H 0.28; H 0.27; N -0.51; C 1.10; C -0.88; C -0.77; N 0.17; C -0.45; C -0.96; H 0.21; H 0.22; H 0.34; H 0.63; H 0.46; H 0.34



(2)
Below is a molecular structure, C31H46N9O4P2Rb at a distorted geometry, with properties calculated with ωB97M-V/def2-TZVPD.

Geometry as XYZ:
```
93
Properties=species:S:1:pos:R:3
Rb -0.13413 -0.43597 -0.11121
N -0.29073 2.25939 -1.44250
C 0.21815 2.29284 -2.80830
C 1.46030 1.42363 -2.97788
N 1.24956 -0.01139 -2.80868
C 2.52712 -0.72500 -2.72810
C 3.31755 -0.55745 -1.44058
N 2.64659 -1.11684 -0.26340
C 0.46810 -0.58579 -3.90718
C -0.33056 -1.81184 -3.49019
N -1.52818 -1.42210 -2.73927
H 0.36021 2.71045 -0.80561
H -1.18390 2.72688 -1.36105
H -0.57915 1.95332 -3.47120
H 0.49256 3.30161 -3.14831
H 1.90206 1.63949 -3.96776
H 2.19122 1.74855 -2.23252
H 2.31937 -1.79055 -2.85260
H 3.17568 -0.42983 -3.57240
H 4.28811 -1.03405 -1.61875
H 3.52723 0.50086 -1.26448
H 1.96668 -1.83148 -0.51476
H 3.31442 -1.57321 0.34384
H -0.22938 0.16314 -4.28486
H 1.13094 -0.84154 -4.74984
H -0.56296 -2.39960 -4.38690
H 0.26472 -2.45081 -2.83512
H -2.23874 -1.06328 -3.36658
H -1.91873 -2.24103 -2.28707
C 1.07383 0.50165 4.02483
P 2.22127 1.12291 2.73081
C 3.75169 0.27377 3.30222
C 2.55138 2.84967 3.29876
C 2.54907 3.17551 4.65328
C 2.71002 4.48135 5.08809
C 2.88064 5.49115 4.15504
C 2.90791 5.18320 2.80322
C 2.75288 3.87127 2.35197
P 2.72403 3.48994 0.54675
C 3.04931 5.13794 -0.19934
C 4.40253 2.76683 0.32449
H 1.46586 0.57100 5.04006
H 0.89526 -0.55136 3.79978
H 0.12412 1.03610 3.96453
H 3.95775 0.46414 4.35716
H 4.61157 0.59648 2.71586
H 3.62304 -0.80024 3.15600
H 2.40667 2.39584 5.39084
H 2.69638 4.70779 6.14644
H 2.99888 6.51851 4.47523
H 3.05065 5.98788 2.09520
H 3.94512 5.62624 0.18897
H 2.19083 5.79716 -0.06958
H 3.17876 4.97963 -1.27142
H 5.15869 3.33222 0.87187
H 4.65160 2.77769 -0.73834
H 4.40815 1.72996 0.65626
N -3.99754 1.52201 1.95875
C -2.89366 2.31780 2.23738
C -3.11260 3.42426 3.07867
C -2.05976 4.25887 3.36767
C -0.80860 3.98916 2.81836
C -0.70120 2.88048 2.00510
N -1.70623 2.04630 1.71570
C -4.13962 0.29103 1.31920
C -5.44719 -0.20594 1.19362
C -5.63105 -1.43260 0.60017
C -4.52186 -2.13782 0.14200
C -3.28290 -1.55691 0.31006
N -3.07958 -0.36582 0.88385
H -4.85698 1.87834 2.33954
H -4.09641 3.60651 3.49353
H -2.20768 5.11214 4.01733
H 0.05479 4.60843 3.02050
H 0.25018 2.62865 1.54822
H -6.28900 0.36717 1.56228
H -6.62798 -1.84143 0.49774
H -4.61483 -3.11096 -0.31833
H -2.38814 -2.07375 -0.01867
O -0.63637 -6.63360 2.23733
C -0.83512 -5.83357 3.26034
O -0.97494 -6.23694 4.39428
C -0.84218 -4.36412 2.99150
C -1.18289 -3.46161 3.97001
N -1.11036 -2.24159 3.41230
N -0.73361 -2.27750 2.12704
C -0.57008 -3.56413 1.84701
C -0.19747 -3.98887 0.43467
O -0.31898 -5.20674 0.18144
O 0.16348 -3.09187 -0.35838
H -0.55519 -6.09887 1.37288
H -1.46800 -3.62963 4.99423
H -1.34625 -1.35567 3.82439
```

LUMO (eV): 0.053
E (eV): -73730.624
Net charge: 0
F_max (eV Å⁻¹): 1.00

List of Mulliken charges in e, atom by atom: Rb 0.56; N -0.10; C -1.01; C -0.39; N 1.36; C -1.42; C -0.26; N -0.16; C -1.08; C -0.60; N -0.38; H -0.17; H 0.19; H 0.42; H 0.47; H 0.23; H -0.06; H 0.48; H 0.36; H 0.42; H -0.11; H -0.07; H 0.26; H 0.32; H 0.34; H 0.44; H 0.26; H 0.22; H 0.22; C -1.53; P 1.07; C -1.42; C 0.04; C -0.80; C -0.95; C -0.81; C -0.64; C 0.46; P 1.62; C -1.91; C -1.23; H 0.47; H 0.38; H 0.44; H 0.41; H 0.38; H 0.43; H 0.35; H 0.41; H 0.40; H 0.31; H 0.48; H 0.43; H 0.41; H 0.42; H 0.50; H 0.09; N 0.01; C 0.49; C -0.61; C -0.93; C -0.60; C -0.70; N 0.51; C 0.61; C -0.79; C -0.43; C -1.33; C 0.09; N 0.23; H 0.14; H 0.38; H 0.43; H 0.46; H 0.46; H 0.39; H 0.41; H 0.50; H 0.18; O -0.57; C 0.41; O -0.65; C 0.23; C -0.71; N -0.11; N 0.33; C 0.15; C 0.22; O -0.91; O -0.38; H 0.46; H 0.55; H 0.10